[1]
{"formula": "C20H18N2O3S", "method": "ωB97M-V/def2-TZVPD", "elements": ["S", "O", "O", "O", "N", "N", "C", "C", "C", "C", "C", "C", "C", "C", "C", "C", "C", "C", "C", "C", "C", "C", "C", "C", "C", "C", "H", "H", "H", "H", "H", "H", "H", "H", "H", "H", "H", "H", "H", "H", "H", "H", "H", "H"], "coordinates": [[1.536625, -1.592216, 1.273786], [1.062666, -3.648693, 4.517819], [-1.753946, 0.242750, 3.562495], [2.401120, -3.872923, 2.728926], [0.830126, 0.579840, -0.136248], [-0.416001, 0.323171, 1.742786], [2.370528, 2.855975, -3.749206], [2.555319, 2.079505, -2.618094], [0.856209, -2.075636, 2.787211], [1.529302, -3.293142, 3.322527], [-0.146158, -1.439463, 3.410986], [-2.565515, 1.703631, -2.211728], [1.675270, 1.049320, -2.320541], [-1.133013, 1.518283, 1.290274], [1.299905, 2.610907, -4.591207], [-1.792454, 1.972511, -1.095898], [-1.957612, 1.231662, 0.064878], [1.847752, 0.215303, -1.079377], [-3.667578, -0.062491, -1.026523], [0.601871, 0.810081, -3.168652], [0.415363, 1.586487, -4.297798], [1.666565, -4.797452, 5.100515], [-3.501264, 0.684165, -2.181052], [-2.902279, 0.212863, 0.092089], [0.579732, -0.085832, 0.894177], [-0.835600, -0.247140, 2.932049], [-0.420603, 1.389819, -4.953155], [-4.398223, -0.857630, -0.996107], [3.063599, 3.654006, -3.972793], [-0.399186, 2.297361, 1.077109], [1.200487, -4.921506, 6.074218], [-0.091534, 0.015520, -2.935427], [-0.508135, -1.815522, 4.356384], [2.837027, 0.388126, -0.637469], [-1.776334, 1.818362, 2.122067], [2.742960, -4.647174, 5.203553], [1.777856, -0.854338, -1.326253], [1.155851, 3.216472, -5.474086], [1.492235, -5.674802, 4.474753], [-3.042333, -0.361190, 0.997177], [-4.101234, 0.470952, -3.053633], [3.391835, 2.275154, -1.962220], [-1.051232, 2.756176, -1.129223], [-2.429967, 2.288748, -3.109085]], "forces_ev_per_angstrom": [[-0.2, 0.7, -0.5], [-0.2, 0.3, -0.1], [0.1, -0.3, 0.1], [-0.1, 0.1, 0.0], [-0.2, 0.4, 0.1], [-0.6, 0.4, 0.3], [0.0, 0.1, -0.1], [0.0, -0.1, 0.0], [-0.6, 0.6, 0.1], [0.1, -0.2, 0.2], [0.5, -0.7, 0.1], [-0.1, 0.1, 0.0], [0.2, -0.1, -0.1], [-0.2, 0.3, 0.1], [0.0, 0.1, -0.1], [-0.1, 0.0, 0.1], [-0.1, 0.1, 0.0], [0.2, -0.2, 0.0], [-0.1, -0.1, 0.0], [0.1, 0.0, 0.0], [-0.1, -0.1, 0.0], [0.3, -0.4, 0.1], [0.0, 0.0, -0.1], [0.1, 0.1, 0.0], [1.1, -1.3, 0.1], [-0.1, 0.3, -0.1], [-0.1, 0.0, -0.1], [-0.1, -0.1, 0.0], [0.0, 0.1, 0.0], [-0.1, -0.1, 0.0], [0.0, 0.0, -0.1], [-0.1, -0.1, 0.0], [0.0, 0.0, 0.0], [0.0, 0.0, -0.1], [0.2, 0.0, -0.2], [-0.1, 0.0, 0.0], [0.1, 0.1, -0.1], [0.0, 0.0, -0.1], [0.0, 0.1, 0.1], [0.0, -0.1, 0.1], [0.0, 0.0, -0.1], [0.1, 0.0, 0.1], [0.1, 0.1, 0.0], [0.0, 0.0, -0.1]], "smiles": "COC(=O)c1cc(=O)n(Cc2ccccc2)/c(=N/Cc2ccccc2)s1", "homo_energy_ev": -8.9, "e_above_lowest_kcal_mol": 25.0, "lumo_energy_ha": -0.022, "orbital_gap_ev": 8.3}

[2]
{"formula": "C10H16BF4KO2", "method": "ωB97M-V/def2-TZVPD", "elements": ["K", "F", "F", "F", "F", "O", "O", "C", "C", "C", "C", "C", "C", "C", "C", "C", "C", "B", "H", "H", "H", "H", "H", "H", "H", "H", "H", "H", "H", "H", "H", "H", "H", "H"], "coordinates": [[-0.223156, -1.224202, 0.441618], [-1.873879, -3.618739, -0.469845], [-0.462664, -3.638560, 1.321869], [-0.465355, -5.433043, -0.102679], [0.369482, -3.413438, -0.824996], [1.326744, 0.123749, -1.336210], [-1.506142, 0.448553, -1.336556], [-0.007089, 1.985558, 1.784671], [-1.186790, 1.466861, 2.300427], [0.628890, 0.373975, -2.539709], [2.705004, 0.405864, -1.449409], [-0.795052, -0.131705, -2.417559], [-1.967686, 1.757328, -1.594793], [1.246125, 0.299257, 2.955755], [-1.151391, 0.359493, 3.138738], [1.209729, 1.403714, 2.114857], [0.064976, -0.226372, 3.464423], [-0.619276, -4.070959, -0.027826], [3.177206, -0.230896, -2.204467], [0.644405, 1.450343, -2.757470], [-2.595706, 1.781359, -2.491265], [3.164561, 0.205278, -0.484129], [-0.806886, -1.212847, -2.261163], [-2.136475, 1.917458, 2.042560], [-2.071633, -0.060034, 3.523700], [-0.034895, 2.840805, 1.121948], [2.192790, -0.162349, 3.205548], [2.129427, 1.807981, 1.711812], [-1.145831, 2.468862, -1.720717], [-2.566761, 2.058615, -0.737896], [-1.315628, 0.064879, -3.362360], [0.089689, -1.108338, 4.090795], [2.871362, 1.454039, -1.721610], [1.111908, -0.142489, -3.378064]], "forces_ev_per_angstrom": [[-0.1, 0.1, 0.1], [0.0, 0.1, 0.0], [0.2, 0.2, 0.1], [-0.1, 0.0, -0.1], [0.1, 0.2, 0.1], [-0.1, -0.1, 0.0], [0.1, -0.1, 0.0], [0.0, 0.0, 0.0], [0.0, 0.0, 0.0], [-0.1, 0.1, 0.0], [0.1, 0.0, 0.0], [0.0, 0.0, -0.2], [0.0, 0.0, 0.0], [0.0, 0.0, 0.0], [0.0, 0.0, 0.0], [0.0, 0.0, 0.0], [0.0, -0.1, 0.0], [-0.1, -0.5, -0.1], [0.0, 0.0, 0.0], [0.0, 0.0, 0.0], [0.0, 0.0, 0.0], [0.0, 0.0, 0.0], [0.1, 0.0, 0.0], [0.0, 0.0, 0.0], [0.0, 0.0, 0.0], [0.0, 0.0, 0.0], [0.0, 0.0, 0.0], [0.0, 0.0, 0.0], [0.0, 0.0, 0.0], [0.0, 0.0, 0.0], [0.0, 0.0, 0.0], [0.0, 0.0, 0.0], [0.0, 0.0, 0.0], [0.0, 0.0, 0.0]], "homo_energy_ev": -10.4, "lumo_energy_ha": -0.003, "orbital_gap_ev": 10.3}

[3]
{"formula": "C6H11FO6S", "method": "ωB97M-V/def2-TZVPD", "elements": ["S", "F", "O", "O", "O", "O", "O", "O", "C", "C", "C", "C", "C", "C", "H", "H", "H", "H", "H", "H", "H", "H", "H", "H", "H"], "coordinates": [[-2.851945, 1.179614, -0.627814], [3.335974, 0.994123, -1.898875], [1.538764, 0.437303, 1.201046], [-2.414983, 1.793295, 0.783964], [2.711661, -1.213477, 2.187001], [-2.041476, 1.849005, -1.589258], [-4.275376, 1.196361, -0.722751], [1.054988, -1.747157, 0.800068], [-0.356844, -1.480336, 0.753340], [2.253052, 1.100793, 0.146071], [-0.783219, -0.622607, -0.427522], [1.848657, -0.864084, 1.453958], [-2.312639, -0.508826, -0.493350], [2.721176, 0.179091, -0.968228], [-2.723547, 1.231858, 1.508303], [-0.809274, -2.470369, 0.672839], [-0.342227, 0.369075, -0.334830], [-0.385115, -1.054690, -1.346763], [3.106741, 1.632531, 0.570757], [-2.721099, -0.974320, -1.391469], [-2.797036, -0.946110, 0.383164], [-0.672944, -1.047721, 1.707936], [1.886829, -0.320808, -1.459206], [3.458313, -0.551054, -0.628768], [1.571570, 1.838509, -0.279612]], "forces_ev_per_angstrom": [[-0.1, 0.0, 0.0], [0.1, 0.1, -0.2], [-0.3, -0.2, -0.1], [0.3, -0.1, -0.1], [0.3, -0.1, 0.0], [0.0, 0.1, 0.1], [0.0, -0.1, 0.1], [0.0, 0.0, 0.2], [0.0, -0.1, -0.1], [0.1, 0.2, 0.0], [0.2, 0.1, 0.1], [-0.2, 0.1, -0.1], [0.3, 0.0, -0.2], [0.0, 0.1, 0.1], [-0.2, 0.2, 0.0], [0.0, 0.0, 0.0], [0.0, 0.0, 0.0], [-0.1, 0.0, 0.0], [0.0, -0.1, 0.0], [-0.1, -0.1, 0.1], [-0.1, 0.0, -0.1], [0.0, 0.1, -0.1], [0.0, -0.1, 0.0], [-0.1, -0.1, 0.1], [0.0, 0.0, 0.1]], "smiles": "O=C(OCCF)OCCCS(=O)(=O)O", "homo_energy_ev": -11.0, "e_above_lowest_kcal_mol": 4.6, "lumo_energy_ha": 0.003, "orbital_gap_ev": 11.1}

[4]
{"formula": "C15H32I2MnN3O3P2", "method": "ωB97M-V/def2-TZVPD", "elements": ["I", "I", "Mn", "P", "P", "O", "O", "O", "N", "N", "N", "C", "C", "C", "C", "C", "C", "C", "C", "C", "C", "C", "C", "C", "C", "C", "H", "H", "H", "H", "H", "H", "H", "H", "H", "H", "H", "H", "H", "H", "H", "H", "H", "H", "H", "H", "H", "H", "H", "H", "H", "H", "H", "H", "H", "H", "H", "H"], "coordinates": [[3.960951, 0.533166, -2.351855], [6.445094, 0.456961, -3.319895], [0.338654, -0.320733, 0.316678], [-1.892193, -1.037124, 0.449865], [0.772370, -2.532828, 0.868681], [-1.370742, 0.190367, 3.587175], [0.228433, 0.646086, -1.118919], [2.316045, 0.325351, 1.100103], [-0.104093, 1.348893, -3.263390], [0.404430, 0.147212, 2.169783], [-0.178266, 2.831932, -1.445716], [-0.215481, -0.000914, -3.767955], [2.078768, -2.857958, 2.086106], [-0.220410, 0.457758, 3.384173], [-2.587187, -1.825164, -1.041644], [1.313245, -3.482495, -0.589017], [1.699714, 0.560025, 2.147939], [-1.124007, 3.806491, -1.945404], [0.101253, 2.380284, -4.259145], [2.091224, 1.195375, 3.439289], [-0.017222, 1.591175, -1.952515], [-1.916205, -2.380631, 1.705029], [-3.137521, 0.177758, 0.970261], [0.799496, 1.139175, 4.264822], [-0.753793, -3.362521, 1.519524], [0.393892, 3.128333, -0.149170], [-0.246174, 2.774817, 0.672408], [-0.836072, 2.788143, -4.644064], [-0.511799, -3.827193, 2.479228], [0.603195, -3.415553, -1.411668], [-1.884755, -1.892273, 2.685743], [-1.783473, 4.097751, -1.124522], [-0.273794, -0.714488, -2.944656], [-3.506269, 0.735285, 0.106577], [-0.612456, 4.703997, -2.295636], [-2.727834, 0.852598, 1.723173], [-3.550650, -2.261138, -0.772546], [2.208632, -3.937880, 2.187260], [3.017739, -2.419338, 1.747795], [0.496633, 4.209015, -0.061092], [2.910248, 0.631186, 3.889774], [0.654409, -0.240798, -4.381297], [0.430341, 2.121849, 4.566693], [1.804465, -2.442659, 3.055179], [-2.872093, -2.908970, 1.619669], [0.625883, 1.941134, -5.106677], [-2.752293, -1.099084, -1.831502], [1.385122, 2.674072, -0.080033], [2.283812, -3.107411, -0.917985], [-3.977351, -0.357654, 1.421245], [-1.109342, -0.077335, -4.393065], [0.903771, 0.566035, 5.188555], [-1.024980, -4.154650, 0.816196], [-1.934280, -2.618480, -1.397131], [0.708092, 3.186989, -3.852578], [-1.741417, 3.397988, -2.738146], [2.464121, 2.209568, 3.290918], [1.422122, -4.531493, -0.302616]], "forces_ev_per_angstrom": [[0.0, 0.0, 0.0], [-0.2, 0.0, 0.1], [0.3, 1.1, 2.7], [-1.0, -0.7, 0.2], [0.1, -2.1, 0.2], [0.3, 0.1, 0.1], [0.7, -1.7, 0.3], [-0.4, -0.2, -0.1], [0.2, -0.2, 1.6], [-0.3, -0.9, -2.7], [0.4, -1.3, -0.1], [-0.1, -0.6, -0.2], [0.0, 0.7, -0.1], [-1.2, 0.0, 0.9], [0.4, 0.2, 0.2], [0.0, 0.6, -0.2], [1.0, 0.2, 0.1], [-0.4, 0.6, -0.3], [0.0, 0.7, -0.6], [0.1, 0.1, 0.1], [-1.1, 2.6, -1.9], [0.1, 0.3, 0.0], [0.4, 0.3, -0.1], [0.0, 0.0, 0.3], [-0.1, 0.5, -0.1], [0.3, -0.1, 0.4], [0.0, 0.1, -0.1], [0.0, -0.1, 0.1], [0.1, 0.0, -0.1], [0.0, 0.0, 0.0], [0.0, -0.1, -0.2], [0.0, 0.0, 0.0], [-0.1, 0.1, -0.2], [0.1, 0.0, 0.1], [0.0, -0.1, -0.1], [-0.1, 0.0, -0.1], [0.0, 0.0, 0.1], [-0.2, 0.0, -0.1], [0.0, 0.0, 0.0], [0.0, -0.1, 0.0], [0.1, 0.0, -0.1], [0.0, 0.0, 0.1], [0.0, -0.1, -0.1], [0.0, 0.0, 0.0], [0.0, 0.2, 0.0], [0.1, 0.0, 0.1], [0.1, 0.1, -0.1], [0.0, 0.1, 0.1], [0.0, 0.0, -0.1], [0.1, -0.1, -0.1], [0.1, -0.1, 0.1], [0.0, 0.0, 0.0], [0.1, 0.0, 0.0], [0.0, -0.1, -0.1], [0.0, 0.0, 0.0], [0.0, 0.0, 0.0], [0.1, 0.0, -0.1], [-0.1, 0.0, 0.2]], "multiplicity": 2, "charge": 3, "homo_energy_ev": [-15.8, -15.8], "e_above_lowest_kcal_mol": 60.7, "s_squared": 0.945, "lumo_energy_ha": [-0.489, -0.430], "orbital_gap_ev": [2.5, 4.1]}